# 1
Molecular formula: C30H40O34S
Method: DFT, wB97M-V/def2-TZVPD

For the HOMO-LUMO gap, the calculation gives 8.5889 eV. The HOMO energy is -0.1845 hartree. As for the relative energy (zero: lowest compared OMol25 entry of this formula, charge and spin): 0.0 kJ/mol. The net charge is -2.

Last column: Löwdin charge in e.
Atoms and positions in Å:
1 S 0.207 0.043 -0.329  0.279
2 O -0.270 1.050 -1.315  -0.383
3 O -0.277 -5.817 1.799  0.056
4 O 2.226 -3.222 2.566  0.061
5 O 3.734 -3.483 0.956  0.056
6 O -1.003 -5.000 3.754  0.156
7 O 2.346 4.655 -2.141  0.066
8 O 4.014 -4.534 2.927  0.138
9 O 4.184 3.554 -1.544  0.060
10 O -4.954 1.122 4.231  0.061
11 O 4.769 3.001 3.951  0.165
12 O -3.313 4.459 -5.410  0.145
13 O 1.131 6.002 2.698  0.139
14 O 0.155 -1.350 -0.844  -0.404
15 O -6.661 -0.622 0.740  0.146
16 O -0.097 4.584 1.447  0.048
17 O -0.605 0.153 0.912  -0.367
18 O -3.173 2.336 3.666  0.055
19 O -4.723 0.513 0.686  0.061
20 O 1.618 0.355 0.053  -0.399
21 O 4.146 1.716 2.208  0.043
22 O 4.301 5.134 -3.151  0.138
23 O -1.642 -4.064 1.807  0.060
24 O -4.680 -1.698 0.870  0.063
25 O 2.252 -1.649 -4.383  0.062
26 O 3.640 -1.467 -6.148  0.145
27 O -1.692 2.946 -5.054  0.062
28 O -5.223 3.272 3.642  0.165
29 O -4.576 -3.796 -2.432  0.160
30 O -3.387 3.078 -3.621  0.076
31 O 4.528 0.773 4.179  0.062
32 O -2.354 -3.880 -2.749  0.046
33 O 1.383 3.778 2.894  0.056
34 O -3.333 -1.911 -2.486  0.062
35 O 3.605 0.110 -4.535  0.067
36 C -3.876 0.202 4.321  -0.096
37 C -3.290 -1.320 0.824  -0.095
38 C 1.874 3.616 -1.260  -0.079
39 C 0.827 4.892 2.381  -0.583
40 C 1.895 -0.814 -3.276  -0.108
41 C 2.713 -2.681 0.353  -0.111
42 C 3.195 -1.045 -5.129  -0.573
43 C -0.988 -4.953 2.566  -0.584
44 C 4.104 -0.283 3.330  -0.116
45 C -2.402 2.283 -2.952  -0.112
46 C -2.634 1.049 3.940  -0.108
47 C -3.338 0.172 0.512  -0.110
48 C -1.425 1.958 -4.068  -0.130
49 C -3.537 -3.236 -2.573  -0.580
50 C -4.516 2.340 3.831  -0.567
51 C -0.443 -5.495 0.420  -0.099
52 C 3.097 0.129 -3.207  -0.108
53 C 3.669 4.532 -2.339  -0.573
54 C -2.855 3.586 -4.741  -0.572
55 C -2.034 -1.587 -2.999  -0.106
56 C -5.470 -0.619 0.738  -0.577
57 C 4.248 0.305 1.928  -0.091
58 C 1.735 -2.391 1.491  -0.093
59 C -1.270 -4.200 0.421  -0.100
60 C 0.732 2.598 2.387  -0.091
61 C -0.327 3.162 1.451  -0.109
62 C 3.177 3.082 -0.660  -0.119
63 C 4.506 1.944 3.482  -0.572
64 C 3.375 -3.819 2.219  -0.591
65 C -1.328 -2.945 -3.038  -0.113
66 H 1.203 4.039 -0.524  0.113
67 H 3.145 -1.775 -0.063  0.107
68 H -2.828 1.402 -2.480  0.110
69 H -4.050 -0.606 3.613  0.118
70 H 0.702 -2.622 1.276  0.098
71 H 0.961 -0.271 -3.404  0.115
72 H -0.803 -3.087 -3.983  0.131
73 H 3.428 0.099 1.240  0.083
74 H 2.225 -3.228 -0.455  0.120
75 H 1.845 -1.359 1.809  0.095
76 H 5.220 0.100 1.477  0.136
77 H 0.543 -5.399 -0.035  0.125
78 H -1.624 0.974 -4.508  0.110
79 H -3.777 -0.171 5.338  0.125
80 H -2.798 0.771 1.231  0.083
81 H 0.279 2.054 3.213  0.123
82 H -2.113 0.610 3.093  0.101
83 H -1.945 2.855 -2.144  0.127
84 H 1.471 1.989 1.872  0.098
85 H -0.769 -3.307 0.051  0.090
86 H 3.069 -0.596 3.490  0.124
87 H -2.016 1.105 4.834  0.127
88 H -2.069 -1.053 -3.951  0.115
89 H 3.290 3.441 0.364  0.127
90 H -0.293 2.719 0.456  0.089
91 H -1.521 -0.917 -2.309  0.086
92 H -2.959 0.433 -0.474  0.107
93 H 3.838 -0.141 -2.454  0.133
94 H -0.404 1.888 -3.696  0.109
95 H -2.205 -4.382 -0.105  0.126
96 H 1.369 2.876 -1.879  0.105
97 H -0.984 -6.299 -0.079  0.127
98 H 3.139 1.995 -0.638  0.094
99 H -1.367 3.045 1.760  0.121
100 H 2.742 1.124 -2.930  0.119
101 H 4.718 -1.163 3.513  0.133
102 H -2.864 -1.496 1.810  0.117
103 H -0.582 -2.962 -2.243  0.095
104 H 1.874 -1.382 -2.352  0.097
105 H -2.782 -1.909 0.070  0.104



# 2
Molecular formula: C30H41As2FFeN3O3S
Method: DFT, wB97M-V/def2-TZVPD

The multiplicity is 5. For the HOMO-LUMO gap (alpha / beta), the calculation gives 8.0262 / 8.3651 eV. The HOMO energy (alpha / beta) is -0.3745 / -0.3907 hartree. The expectation value of S² is 6.01. The net charge is +1.

Last column: Löwdin charge in e.
Atoms and positions in Å:
1 As 0.596 1.555 -2.150  1.132
2 As 2.309 -1.069 -1.334  1.154
3 Fe 1.350 0.698 0.359  0.394
4 S 0.635 3.067 1.141  0.910
5 F -5.188 2.698 0.512  0.079
6 O -0.775 0.486 0.481  -0.161
7 O 1.199 -1.273 1.294  -0.185
8 O 0.492 -3.338 1.756  0.036
9 N 2.299 0.875 2.411  -0.135
10 N 3.319 1.870 0.008  -0.137
11 N -3.419 -2.342 1.803  0.045
12 C 3.582 1.575 2.460  -0.168
13 C 2.073 1.434 -4.697  -0.102
14 C -4.356 -3.430 2.233  -0.290
15 C -6.230 -1.785 2.053  -0.122
16 C 0.292 -2.159 1.493  -0.617
17 C 1.875 0.847 -3.450  -0.413
18 C -5.736 -3.164 1.658  -0.147
19 C -2.967 -0.099 1.048  -0.043
20 C 4.080 -1.771 -0.935  -0.272
21 C 2.953 0.868 -5.608  -0.070
22 C 0.777 2.777 2.936  -0.400
23 C 1.268 1.374 3.318  -0.235
24 C -1.139 -1.677 1.405  -0.017
25 C -5.255 -0.744 1.584  -0.130
26 C -1.540 -0.399 0.951  -0.283
27 C -4.738 1.473 0.822  -0.255
28 C -5.664 0.523 1.249  0.064
29 C 0.012 3.198 -3.011  -0.292
30 C 3.640 -0.293 -5.284  -0.070
31 C 2.165 3.993 0.787  -0.410
32 C -2.105 -2.575 1.784  0.038
33 C -3.410 1.191 0.715  0.068
34 C 1.399 -2.737 -1.714  -0.240
35 C -3.853 -4.805 1.817  -0.039
36 C 3.118 3.314 -0.200  -0.253
37 C -0.943 0.444 -2.609  -0.260
38 C 4.255 1.517 1.093  -0.166
39 C -3.884 -1.066 1.475  -0.063
40 C 2.582 -0.318 -3.113  -0.408
41 C 3.455 -0.880 -4.041  -0.100
42 H 0.440 0.665 3.260  0.116
43 H 4.317 -2.607 -1.592  0.030
44 H -7.216 -1.583 1.636  0.125
45 H -2.698 1.934 0.386  0.127
46 H -6.409 -3.937 2.026  0.127
47 H 1.542 2.337 -4.970  0.090
48 H 4.004 -1.782 -3.795  0.099
49 H -3.591 -4.818 0.758  0.102
50 H -0.214 2.938 3.357  0.081
51 H -1.837 0.895 -2.181  0.029
52 H 4.589 0.495 0.906  0.110
53 H -6.328 -1.730 3.142  0.134
54 H -0.823 -0.550 -2.184  0.009
55 H 3.410 2.609 2.753  0.101
56 H 2.653 4.204 1.735  0.067
57 H 1.361 -3.322 -0.795  0.031
58 H 1.418 3.560 3.340  0.075
59 H -1.032 0.379 -3.692  0.042
60 H 1.606 1.401 4.360  0.129
61 H 0.386 -2.548 -2.063  0.025
62 H 4.075 3.847 -0.161  0.127
63 H -4.656 -5.524 1.977  0.091
64 H 0.846 3.884 -3.155  0.028
65 H -1.767 -3.555 2.086  0.132
66 H 4.320 -0.738 -5.998  0.110
67 H 3.699 1.505 -0.860  0.095
68 H 4.250 1.149 3.213  0.133
69 H -0.724 3.672 -2.362  0.029
70 H 2.410 -0.127 2.541  0.113
71 H 1.954 -3.271 -2.484  0.037
72 H 5.137 2.166 1.079  0.127
73 H 4.836 -0.996 -1.062  0.026
74 H -4.415 -3.377 3.324  0.160
75 H -5.694 -3.255 0.569  0.139
76 H 3.100 1.333 -6.574  0.110
77 H 4.076 -2.122 0.096  0.035
78 H 1.876 4.956 0.367  0.081
79 H -6.710 0.797 1.315  0.138
80 H -2.996 -5.146 2.393  0.082
81 H -0.449 2.976 -3.972  0.033
82 H 2.729 3.433 -1.212  0.093



# 3
Molecular formula: C30H41Cl2O2P3Pd
Method: DFT, wB97M-V/def2-TZVPD

The multiplicity is 5. For the HOMO-LUMO gap (alpha / beta), the calculation gives 6.7437 / 5.3388 eV. The HOMO energy (alpha / beta) is -0.4365 / -0.5071 hartree. The expectation value of S² is 6.06. The net charge is +2.

Last column: Löwdin charge in e.
Atoms and positions in Å:
1 Pd 0.109 -0.016 -0.306  0.587
2 Cl 2.349 0.875 0.464  0.034
3 Cl -0.514 -0.695 1.789  0.175
4 P 1.373 -1.915 -0.347  0.658
5 P 1.246 1.602 -4.861  1.184
6 P -3.948 -1.820 -2.440  0.895
7 O -1.001 2.046 0.123  -0.232
8 O -2.445 0.707 -3.680  -0.026
9 C 3.704 2.523 -3.930  -0.048
10 C -1.672 -0.393 -3.188  -0.363
11 C 3.574 1.175 -6.013  -0.084
12 C -0.174 4.836 -6.485  -0.034
13 C -3.621 -2.800 -3.911  -0.157
14 C -0.494 2.532 1.378  -0.165
15 C -0.537 0.271 -6.390  -0.085
16 C -4.473 -2.833 -1.071  -0.165
17 C 2.199 -2.304 1.225  -0.284
18 C -0.516 -2.115 -6.759  -0.046
19 C -2.363 -1.029 -1.982  -0.392
20 C 2.668 -1.961 -1.611  -0.240
21 C -1.394 4.679 -4.379  -0.051
22 C 0.554 0.702 -1.943  -0.287
23 C -1.856 -0.881 -0.830  -0.159
24 C 0.581 0.126 -5.567  -0.373
25 C 5.025 2.825 -4.238  -0.039
26 C 2.984 1.737 -4.864  -0.357
27 C -5.112 -0.509 -2.806  -0.154
28 C -0.378 0.194 -2.688  -0.054
29 C 0.554 3.706 -6.155  -0.084
30 C -1.076 -0.847 -7.010  -0.044
31 C 5.599 2.319 -5.413  -0.026
32 C -1.154 5.315 -5.599  -0.022
33 C 0.258 3.046 -4.946  -0.355
34 C 1.174 -1.142 -5.321  -0.072
35 C 0.348 -3.368 -0.697  -0.243
36 C 4.887 1.495 -6.283  -0.050
37 C 0.592 -2.264 -5.922  -0.050
38 C -0.693 3.545 -4.024  -0.071
39 H 0.541 2.182 1.462  -0.016
40 H -1.070 2.133 2.220  0.075
41 H -6.029 -0.953 -3.210  0.075
42 H 5.333 1.097 -7.187  0.121
43 H 2.825 -3.195 1.093  0.065
44 H 1.425 -2.458 1.986  0.015
45 H 2.218 -2.035 -2.608  0.023
46 H 1.492 1.448 -1.563  0.071
47 H -1.864 1.623 0.290  0.078
48 H -0.428 -3.439 0.072  0.047
49 H 3.258 -1.043 -1.539  0.032
50 H 5.591 3.457 -3.568  0.120
51 H -2.333 -1.198 0.156  0.027
52 H 1.030 -3.240 -5.747  0.118
53 H 1.331 3.300 -6.795  0.115
54 H -0.130 -3.257 -1.678  0.035
55 H -1.717 6.201 -5.881  0.123
56 H 0.035 5.321 -7.423  0.118
57 H -3.771 -3.667 -0.928  0.079
58 H -1.890 1.353 -4.140  0.063
59 H -4.557 -3.285 -4.216  0.077
60 H -2.872 -3.569 -3.681  0.076
61 H 6.631 2.573 -5.651  0.124
62 H -4.520 -2.225 -0.157  0.074
63 H 2.961 0.545 -6.664  0.112
64 H -0.948 -2.986 -7.244  0.119
65 H 2.060 -1.228 -4.709  0.101
66 H 3.210 2.875 -3.022  0.113
67 H -1.909 -0.730 -7.684  0.117
68 H -1.360 -1.083 -3.986  0.117
69 H 3.305 -2.836 -1.424  0.066
70 H -0.540 3.619 1.303  0.090
71 H -0.942 1.273 -6.587  0.121
72 H -5.336 0.038 -1.882  0.081
73 H -0.818 3.054 -3.043  0.113
74 H -3.253 -2.167 -4.729  0.059
75 H -4.650 0.177 -3.527  0.056
76 H 2.801 -1.434 1.508  0.004
77 H -5.472 -3.227 -1.314  0.079
78 H 0.980 -4.266 -0.686  0.065
79 H -2.151 5.081 -3.692  0.129



| no. | maximum force (eV Å⁻¹) |
| --- | --- |
| 1 | 1.86 |
| 2 | 0.53 |
| 3 | 5.11 |